Computed, not measured: the ion C5H12NO2 with charge -1, with ωB97M-V with the def2-TZVPD basis set.

Structure (XYZ):
```
20
Properties=species:S:1:pos:R:3:forces:R:3:mulliken_charge:R:1
O -2.969 -0.394 0.263 -0.45 0.04 -0.37 -0.552
O 3.065 -1.655 0.357 -0.24 0.22 -0.09 -0.912
N -0.895 0.661 0.911 -0.09 0.71 -0.57 -0.425
C -2.285 0.815 0.650 0.60 -0.83 1.14 -0.443
C -0.031 0.240 -0.202 0.43 0.14 0.52 0.856
C 2.242 -0.990 -0.496 1.08 0.22 1.60 -0.256
C -0.211 1.134 -1.417 -0.33 -0.08 -0.15 -1.838
C 1.449 0.199 0.227 -0.87 -1.17 -0.90 -0.742
H 0.592 0.898 -2.101 0.35 0.12 -0.20 0.450
H -0.168 2.187 -1.125 0.14 -0.02 -0.04 0.396
H -0.654 0.245 1.796 -0.06 -0.15 -0.07 0.244
H -2.357 -1.130 0.327 0.24 0.03 0.03 0.316
H -0.265 -0.782 -0.485 -0.24 -0.37 -0.23 0.044
H -1.131 0.972 -1.989 -0.11 -0.03 0.26 0.406
H 1.902 1.148 -0.050 0.25 0.23 0.63 0.316
H 1.476 -1.695 -0.887 -0.10 0.32 -0.73 0.168
H -2.744 1.113 1.598 -0.14 0.38 -0.22 0.320
H 2.861 -0.468 -1.271 -0.56 -0.33 -0.63 0.093
H 1.498 -0.098 1.275 0.29 0.45 0.15 0.259
H -2.433 1.548 -0.133 -0.19 0.13 -0.14 0.299
```
Positions in Å, forces in eV/Å.

Calculated values
**Electronic energy**: -10963.685 eV
**Net charge**: -1
**SMILES**: C[C@@H](CC[O-])NCO
**Energy relative to the best compared isomer or geometry (same formula, charge and spin)**: 76.21 kcal/mol

Computed, not measured: a structure of composition C36H76N7O15V, with ωB97M-V with the def2-TZVPD basis set.

Structure (XYZ):
```
135
Properties=species:S:1:pos:R:3:forces:R:3:lowdin_spin:R:1
V -4.432 0.898 1.759 -6.82 -3.63 -1.83 0.942
O -6.219 -0.814 1.658 0.92 -0.63 -0.25 0.012
O -8.213 2.743 0.634 -0.28 1.36 -1.87 0.001
O -5.916 -0.861 5.453 0.57 -0.69 0.86 0.000
O -3.361 1.879 2.142 5.72 4.64 2.49 -0.007
O 0.611 2.966 6.115 1.80 -1.26 -1.49 0.000
O -6.541 1.097 4.919 0.30 1.15 0.38 0.001
O -0.660 4.764 0.952 -0.03 0.14 -0.63 0.000
O -8.175 -0.739 0.636 1.07 -1.58 -0.42 0.000
O -7.961 0.072 2.541 0.00 0.48 2.34 0.000
O -6.848 1.034 -1.335 -0.60 0.16 0.67 0.001
O -4.780 0.246 4.021 1.70 0.48 -0.93 0.021
O -7.878 3.040 2.677 0.89 1.65 1.17 0.000
O -6.240 2.560 1.366 3.64 0.27 -0.21 0.008
O -2.032 -0.695 0.296 -0.51 -0.84 -0.05 0.017
O -4.514 0.884 0.120 0.46 -0.50 -1.05 -0.015
N -0.926 0.067 0.517 3.82 0.39 0.03 0.001
N -1.121 6.034 0.600 -0.99 2.50 0.42 0.000
N -7.393 2.889 1.547 -4.23 -2.80 1.23 0.001
N -5.727 0.196 4.827 -2.07 -0.96 -0.34 0.001
N -7.441 -0.534 1.638 -1.84 1.32 -1.72 0.001
N -0.467 3.647 6.569 -2.11 0.46 2.73 0.000
N -6.973 0.927 -2.670 0.68 0.45 -3.48 0.000
C -5.005 -0.842 -2.875 -0.13 0.81 -0.45 0.000
C -3.468 5.773 1.304 -0.49 -1.82 0.37 0.000
C -0.209 2.301 8.771 -0.07 -0.13 -1.59 0.000
C 0.268 -2.121 1.442 -0.52 0.81 -1.26 0.000
C -2.544 6.162 0.175 0.93 0.07 -1.70 0.000
C -0.029 -0.594 1.558 1.03 0.49 0.64 0.000
C -1.346 1.384 -1.367 -0.12 -0.24 -0.44 0.000
C -2.719 5.367 -1.215 0.36 -0.94 0.60 0.000
C -1.861 8.369 -0.967 0.80 0.61 1.92 0.000
C -6.495 -0.432 -3.189 -0.64 0.53 0.90 0.000
C -0.771 -0.279 2.868 0.23 -1.38 0.08 0.006
C -6.011 0.684 -5.440 0.05 -1.16 0.32 0.000
C -2.978 4.528 7.397 -0.93 -0.50 -1.40 0.000
C -4.891 2.533 -2.905 -0.31 0.48 -1.16 0.000
C 1.957 0.415 0.244 0.34 2.15 0.28 0.000
C -0.287 0.434 -0.799 -0.96 1.51 0.02 0.000
C -7.406 -1.510 -2.537 0.41 -0.72 -0.89 0.000
C 1.483 0.104 1.614 -2.59 -2.33 0.46 0.000
C -6.698 -0.432 -4.717 -0.66 -0.40 0.16 0.000
C -2.854 7.653 -0.087 -0.20 -0.17 -0.04 0.000
C -1.123 2.800 7.655 -2.09 0.18 -1.37 0.000
C -0.035 6.952 0.163 0.30 -0.62 -0.04 0.000
C 0.039 -0.684 -1.842 0.04 -0.51 0.93 0.000
C -6.343 2.148 -3.364 -0.65 0.29 -0.64 0.000
C -1.319 4.329 5.535 1.82 1.79 -0.13 0.000
C -0.370 5.248 4.681 0.24 -0.29 0.90 0.000
C -7.223 3.443 -3.176 1.60 -1.20 2.12 0.000
C -2.084 3.469 4.598 0.02 -1.09 -0.31 0.000
C -6.500 2.003 -4.915 0.60 -0.76 -0.35 0.000
C 0.849 7.148 1.393 1.03 -0.61 0.61 0.000
C 0.736 6.311 -1.041 -0.19 -0.69 0.08 0.000
C -0.480 8.377 -0.204 -0.81 -0.86 -1.71 0.000
C 0.963 1.304 -0.507 1.27 -1.28 -0.48 0.000
C -1.985 1.556 7.129 2.43 0.03 -1.09 0.000
C -2.122 3.649 8.307 -2.47 2.48 1.45 0.000
C -2.164 5.278 6.327 -2.10 0.44 1.39 0.000
H -1.842 5.446 -1.857 -0.04 1.26 -0.25 0.000
H -2.863 5.862 5.728 -0.30 -0.61 -0.75 0.000
H -1.240 0.705 2.858 -0.03 -0.15 0.03 0.002
H 0.540 3.059 9.002 0.02 -0.07 0.32 0.000
H 0.203 8.842 -0.914 0.58 -0.46 -0.12 0.000
H -4.769 2.829 -1.863 -0.24 -0.56 0.17 0.000
H -4.916 -1.910 -3.077 0.19 -0.06 -0.07 0.000
H -7.552 2.165 -5.149 -0.19 -0.40 0.04 0.000
H 2.257 -0.583 1.955 -0.49 -0.68 0.72 0.000
H 2.196 -0.457 -0.365 -0.59 -0.47 0.25 0.000
H -7.733 -0.341 -5.044 -0.68 0.25 0.83 0.000
H -4.071 1.899 -3.244 -0.26 -0.67 0.42 0.000
H -0.159 -0.466 3.750 0.59 0.48 0.09 0.000
H 2.960 0.830 0.339 0.17 0.75 -0.11 0.000
H -2.975 2.983 4.996 0.06 0.12 -0.11 0.000
H -2.286 0.854 -1.524 -0.10 0.13 0.07 0.000
H -1.735 6.138 6.840 1.39 -0.34 0.12 0.000
H -1.366 2.691 4.338 -0.31 -0.30 -0.52 0.000
H 1.312 3.289 6.685 0.28 -0.01 -0.26 0.000
H 1.283 0.758 2.463 0.80 1.31 -0.84 0.000
H -3.862 7.641 -0.500 -0.04 0.13 -0.20 0.000
H -1.532 2.178 -0.645 -0.05 -0.03 -0.01 0.000
H -7.455 -2.313 -3.273 0.74 -0.71 -0.21 0.000
H 0.776 -2.274 0.490 0.70 -0.09 0.10 0.000
H -2.055 0.732 7.840 0.11 0.20 0.25 0.000
H 0.604 -0.248 -2.666 -0.10 -0.04 -0.06 0.000
H -2.075 9.437 -1.017 -0.59 0.01 -0.60 0.000
H 0.346 4.700 4.068 -0.02 -0.16 0.06 0.000
H -1.858 7.885 -1.944 0.56 0.24 -0.08 0.000
H -6.616 4.231 -3.621 -0.71 0.25 -0.69 0.000
H -6.959 -1.900 -1.623 -0.45 0.29 0.17 0.000
H -7.146 3.664 -2.111 -0.66 0.04 0.29 0.000
H -1.010 1.807 -2.313 0.07 0.12 -0.21 0.000
H -0.797 -1.267 -2.229 -0.59 0.72 -0.17 0.000
H -0.314 9.019 0.661 -1.30 0.13 0.24 0.000
H -4.314 -0.267 -3.491 -0.01 -0.27 -0.71 0.000
H -6.494 -1.388 -5.199 0.79 -0.42 0.41 0.000
H -2.360 4.008 3.691 -0.11 -0.12 0.02 0.000
H 1.387 6.232 1.634 0.15 -0.08 -0.07 0.000
H -4.546 -0.609 -1.915 -1.04 -0.12 0.75 0.000
H 0.827 6.924 -1.938 0.21 0.45 0.25 0.000
H -3.702 5.224 7.822 0.59 0.28 1.08 0.000
H 1.554 1.553 -1.388 -0.68 0.01 -0.89 0.000
H 0.765 2.289 -0.083 -0.38 -0.36 0.64 0.000
H -0.820 4.741 1.898 -0.05 -0.39 0.29 0.000
H -5.917 1.176 -1.149 1.02 -0.25 1.25 0.001
H -2.936 8.193 0.856 0.11 -0.10 0.28 0.000
H -2.618 4.282 -1.182 -0.38 -0.36 1.33 0.000
H -8.260 3.276 -3.469 0.23 0.33 -0.16 0.000
H -4.501 6.117 1.258 0.04 0.22 -0.62 0.000
H -1.634 -1.471 -0.106 -0.65 -0.93 -0.30 0.001
H -3.134 6.066 2.299 0.50 0.28 -0.13 0.000
H 0.234 1.378 8.396 0.39 -0.07 0.47 0.000
H -1.497 -1.078 3.018 -0.74 0.41 -0.24 0.002
H 0.323 7.403 2.314 -0.67 -0.05 -0.26 0.000
H -3.640 5.433 -1.793 -0.12 0.79 0.20 0.000
H 0.905 -2.402 2.280 -0.23 -0.25 -0.09 0.000
H -0.887 5.967 4.046 -0.52 -0.30 -0.07 0.000
H -4.940 0.571 -5.269 0.23 0.27 -0.33 0.000
H 1.704 5.905 -0.747 0.21 0.30 0.01 0.000
H 0.202 5.434 -1.407 -0.15 -0.08 0.26 0.000
H -1.780 4.340 9.077 0.91 -0.03 0.24 0.000
H 1.580 7.953 1.314 0.27 0.02 -0.57 0.000
H -2.939 1.636 6.609 0.03 0.74 0.35 0.000
H -3.557 4.687 1.323 -0.06 -0.25 0.21 0.000
H -2.795 2.968 8.827 -0.15 0.06 0.24 0.000
H -1.265 1.275 6.361 -0.29 -1.07 -0.38 0.000
H -5.990 2.710 -5.570 0.31 0.93 0.76 0.000
H -8.488 -1.396 -2.468 0.18 1.29 0.65 0.000
H -4.663 3.429 -3.481 -0.08 0.49 -0.07 0.000
H -0.911 2.104 9.581 0.53 -0.11 0.27 0.000
H -6.258 0.450 -6.475 0.34 0.73 -0.51 0.000
H 0.612 -1.508 -1.416 0.62 0.22 0.15 0.000
H 0.165 5.868 5.401 0.42 -0.01 0.00 0.000
H -3.739 3.898 6.936 0.31 -0.44 -0.66 0.000
H -0.599 -2.767 1.301 -0.32 0.06 0.76 0.000
```
Positions in Å, forces in eV/Å.

Calculated values
**Multiplicity**: 2
**Electronic energy**: -105373.132 eV
**Net charge**: -3
**Energy relative to the best compared isomer or geometry (same formula, charge and spin)**: 55.54 kcal/mol

Computed, not measured: a cluster of 13 separate species, C34H92N2O13 in total, with ωB97M-V with the def2-TZVPD basis set.

Structure (XYZ):
```
141
Properties=species:S:1:pos:R:3:forces:R:3:mulliken_charge:R:1
O 1.881 -0.538 -2.288 0.00 -0.27 0.19 0.100
O 2.201 2.200 -2.193 0.54 0.16 -0.18 -0.354
O 5.137 -3.116 1.206 -0.27 0.26 -0.38 -0.547
O 0.857 -1.858 3.903 0.79 -0.28 0.08 -0.600
O -0.256 -1.830 -6.419 0.34 -0.12 -0.05 -0.566
O 3.564 -2.359 -3.363 -0.01 -0.41 0.13 -0.347
O -6.330 -1.559 -0.772 0.25 0.04 -0.28 -0.657
O -1.986 -4.056 0.537 0.32 -0.23 0.19 -0.480
O 6.288 -0.845 -0.103 0.24 -0.25 0.15 -0.601
O -4.181 -2.308 1.014 0.22 0.15 -0.08 -0.685
O -1.151 0.076 3.386 -0.11 0.28 0.15 -0.564
O -1.239 4.541 -0.462 0.15 -0.20 -0.45 -0.584
O 3.398 -0.656 4.704 0.21 0.05 -0.13 -0.717
N -5.699 -0.450 -1.394 0.45 0.77 -0.24 1.141
N 2.940 0.670 4.607 -0.82 1.27 -0.27 1.770
C 5.388 -0.337 -1.070 0.03 0.77 0.71 0.964
C 3.155 2.861 3.542 -0.69 1.66 0.32 -1.350
C -6.790 1.169 0.058 0.24 -0.32 0.73 -1.911
C 3.023 3.585 4.900 0.51 -1.53 -0.19 -0.967
C -6.616 0.681 -1.374 -0.64 1.23 -0.63 1.523
C 2.236 2.713 5.875 -0.11 0.03 -0.50 -0.873
C 3.979 1.167 6.829 0.50 0.71 -0.64 -1.753
C -0.730 -1.440 -5.135 -1.07 0.16 -0.21 0.027
C -5.064 -0.831 -2.679 0.31 -0.31 0.20 1.861
C -8.016 0.445 -2.014 0.22 -0.90 0.27 -1.828
C -0.478 1.327 3.177 0.36 -0.23 0.16 0.393
C -0.950 -4.110 -0.420 -0.08 0.75 -1.42 -0.390
C 3.167 0.803 2.239 -0.01 -0.83 -0.09 -2.034
C 3.656 1.412 3.556 0.04 0.53 -0.23 1.936
C -3.526 -1.060 1.261 -0.79 0.35 -0.36 1.102
C 1.648 0.384 6.604 -0.30 0.27 0.32 -1.777
C -3.863 -1.723 -2.298 -0.32 -0.36 -0.57 -1.910
C -2.575 2.673 0.078 -0.34 -0.59 -0.10 -0.983
C -6.011 1.889 -2.124 0.33 0.37 -0.59 -0.691
C -1.456 3.168 -0.814 0.23 -0.15 0.85 0.683
C 0.269 -0.299 -0.518 0.65 -0.45 0.28 0.296
C 3.814 -2.187 -4.757 0.05 0.25 -0.26 -0.725
C -5.436 1.573 -3.500 0.04 -1.21 -0.20 -0.880
C 2.649 2.732 -3.453 -1.16 0.00 1.11 -0.348
C 1.460 -1.077 -1.044 0.16 -0.24 0.13 0.766
C 1.410 2.691 -4.351 0.90 0.22 -1.35 -0.815
C -6.021 -1.552 -3.630 -0.13 -0.25 -0.08 -1.978
C 5.183 1.394 3.683 0.59 -0.50 0.14 -1.919
C 2.723 1.261 5.939 0.74 -1.57 0.75 0.788
C 4.146 -3.542 0.275 0.03 -1.21 0.25 0.210
C 1.208 -2.439 2.646 -1.77 1.07 -0.34 0.221
C -0.136 -2.369 -4.104 1.29 -0.25 -0.25 0.270
C -4.470 0.393 -3.369 0.04 0.76 0.59 -1.024
C 5.421 1.185 -0.942 0.33 0.16 -0.99 -0.543
H 1.509 0.765 7.620 -0.39 0.04 -0.06 0.471
H -1.137 2.192 3.265 -0.16 -0.12 -0.14 0.578
H -0.500 -0.350 -1.288 -0.27 0.32 0.24 0.225
H -4.176 -2.613 -1.752 -0.01 0.05 0.08 0.553
H 2.645 -1.155 4.345 -0.11 -0.08 0.25 0.269
H -8.257 -0.611 -1.881 -0.30 0.09 0.03 0.293
H -4.887 2.400 -3.950 -0.23 0.23 0.12 0.463
H 5.976 -1.658 0.320 -0.06 0.14 -0.13 0.375
H 3.360 1.412 1.356 0.11 0.11 0.10 0.430
H 4.402 0.166 6.885 -0.39 -0.14 0.23 0.329
H 4.274 -1.202 -4.801 0.06 -0.05 -0.33 0.233
H 5.694 -0.661 -2.070 -0.12 0.05 -0.08 0.295
H 0.287 -2.350 2.054 0.10 -0.57 -0.33 -0.087
H -3.572 3.014 -0.201 0.14 0.45 0.06 0.343
H 1.542 3.317 -5.243 0.02 -0.06 0.04 0.410
H 1.202 -2.137 -1.181 -0.26 0.03 -0.09 0.197
H 2.199 2.965 3.016 -0.11 -0.43 0.07 0.379
H -1.597 0.147 4.238 -0.08 -0.19 -0.06 0.230
H -0.564 2.592 -0.552 0.10 0.03 -0.14 -0.341
H 3.567 -0.201 2.067 0.37 0.13 0.01 0.396
H 0.556 0.717 -0.251 -0.06 0.13 -0.42 -0.085
H 2.582 4.570 4.766 -0.02 0.01 0.03 0.449
H 3.802 3.564 3.006 0.36 -0.73 -0.52 0.488
H 3.177 -3.658 0.768 -0.11 0.33 -0.11 0.029
H 2.093 0.639 2.347 -0.07 0.28 -0.14 0.000
H 3.538 2.181 -3.777 -0.30 -0.17 -0.50 0.270
H 6.406 1.574 -1.211 0.14 -0.20 0.16 0.415
H 3.327 -3.262 -3.131 0.01 -0.06 -0.34 0.219
H -6.805 2.628 -2.257 -0.07 0.00 0.23 0.411
H 4.416 -4.542 -0.083 -0.06 0.04 -0.21 0.451
H -3.493 -2.949 0.794 -0.06 -0.12 -0.04 0.401
H -6.659 -0.871 -4.195 -0.13 0.13 0.29 0.325
H -7.503 1.992 0.097 0.07 0.06 -0.01 0.509
H -8.076 0.661 -3.081 0.25 0.02 -0.01 0.321
H -0.053 -0.752 0.423 -0.31 -0.14 -0.16 -0.529
H 1.869 -0.677 6.714 0.59 0.12 -0.18 0.368
H -6.216 1.262 -4.202 -0.16 0.33 0.01 0.315
H -1.106 -4.870 -1.192 0.09 -0.52 0.45 0.434
H -5.642 -1.845 -0.148 -0.09 -0.25 0.22 0.457
H 0.195 -1.169 3.717 0.00 -0.01 0.11 0.336
H -0.333 4.747 -0.715 -0.07 0.16 -0.01 0.335
H 0.331 1.422 3.905 0.10 0.10 -0.13 -0.296
H 5.384 -3.890 1.716 0.15 0.14 0.14 0.284
H 4.779 1.765 6.381 -0.04 0.14 0.11 0.335
H 2.919 -2.197 -5.384 -0.25 0.10 0.32 0.257
H 5.198 1.550 0.058 -0.16 -0.26 0.06 -0.074
H -1.612 3.024 -1.886 -0.29 0.16 -0.02 0.175
H -0.529 -2.323 -3.091 -0.27 0.30 -0.12 -0.333
H 5.519 0.429 4.070 -0.12 -0.06 -0.07 0.415
H -2.460 -1.082 1.036 0.09 -0.19 0.39 -0.554
H -2.676 1.583 0.088 0.31 -0.04 -0.21 -0.014
H 1.976 1.273 -2.387 0.13 -0.01 0.41 0.180
H 0.507 3.040 -3.858 0.17 0.03 0.37 0.129
H 4.077 -2.902 -0.601 0.15 0.37 0.27 -0.330
H 0.069 -4.124 -0.031 -0.12 -0.30 0.37 0.238
H -5.232 2.390 -1.544 0.03 -0.23 0.17 -0.207
H 2.275 3.164 6.868 -0.14 -0.24 0.13 0.436
H 4.745 1.652 -1.663 -0.27 -0.07 0.19 -0.121
H 1.235 1.680 -4.729 -0.06 -0.07 0.18 0.093
H -0.489 -0.386 -4.952 0.27 -0.14 0.25 0.035
H -6.637 -2.229 -3.040 -0.07 -0.08 -0.21 0.369
H -7.112 0.408 0.773 -0.28 -0.19 -0.34 0.418
H -0.043 1.270 2.181 -0.09 0.19 -0.02 -0.388
H -1.010 -3.207 -1.034 -0.12 0.27 0.40 -0.070
H 2.295 -1.109 -0.333 -0.04 0.37 0.12 -0.976
H 3.002 3.749 -3.270 -0.24 0.05 0.03 0.349
H 4.360 -0.663 -0.889 0.02 -0.18 -0.02 -0.747
H -3.958 -0.304 0.597 -0.05 -0.06 -0.07 -0.441
H 1.189 2.663 5.563 -0.06 0.27 0.00 0.335
H 1.458 -3.492 2.745 0.36 0.10 0.14 0.404
H -0.838 -1.440 -7.076 0.07 0.02 -0.08 0.320
H 1.914 -1.815 2.091 0.58 -0.40 0.24 -0.178
H 0.714 0.396 6.035 -0.08 0.35 0.11 0.132
H 3.766 1.608 7.803 0.07 -0.31 0.16 0.468
H -1.928 -4.841 1.091 -0.11 0.05 0.05 0.234
H -0.102 -3.412 -4.429 -0.67 0.03 -0.17 0.517
H -4.073 0.084 -4.338 0.03 0.00 -0.01 0.436
H -3.373 -2.069 -3.214 0.03 0.02 -0.01 0.403
H -3.128 -1.165 -1.717 -0.12 0.04 0.15 0.106
H -3.640 0.768 -2.758 0.17 -0.20 -0.06 0.024
H 5.604 2.142 4.358 -0.33 0.14 0.06 0.321
H 5.704 1.528 2.733 -0.29 0.05 -0.16 0.391
H -5.499 -2.119 -4.405 0.22 -0.12 0.22 0.453
H -5.827 1.502 0.456 0.00 0.18 -0.15 0.256
H -8.778 1.049 -1.522 0.03 -0.01 0.07 0.490
H 2.516 -1.190 -2.647 -0.02 0.39 -0.21 -0.036
H 0.929 -2.129 -4.053 -0.05 0.18 0.29 -0.386
H -2.335 2.962 1.101 -0.19 0.16 0.00 0.429
H 4.481 -2.931 -5.195 0.23 -0.03 0.39 0.310
H -1.827 -1.469 -5.172 0.03 -0.23 0.34 0.217
H 4.058 3.700 5.235 -0.14 0.27 0.41 0.358
H -3.762 -0.741 2.275 0.47 -0.06 0.14 0.230
```
Positions in Å, forces in eV/Å.

Calculated values
**Electronic energy**: -66342.418 eV
**Net charge**: 0
**Energy relative to the best compared isomer or geometry (same formula, charge and spin)**: 0.00 kcal/mol